The following is a quantum chemistry calculation of C47H74CsGeN6SSi6 as an isolated structure, from OMol25.

Multiplicity = 2
Molecular weight = 1129.25 g/mol
Total charge = -2
Electronic energy = -174050.9510 eV
Gap between HOMO and LUMO (alpha / beta) = 4.017 / 5.401 eV
Largest force on an atom = 0.9 eV/Å
E_LUMO (alpha / beta) = 0.1276 / 0.1275 hartree
Energy above the lowest of the compared OMol25 structures with the same formula, charge and spin = 7.7 kcal/mol
Expectation value of S² = 0.772

```
136
Properties=species:S:1:pos:R:3:mulliken_charge:R:1
Cs -0.87321 -0.59573 -0.71528 0.61
S -2.66001 6.75874 -4.76511 -0.14
N -3.08358 6.18559 -3.25236 -0.85
C -2.43984 5.01130 -3.13328 0.47
C -2.50838 4.15083 -1.98690 0.84
C -3.28316 4.47664 -0.85685 -0.58
C -3.31034 3.62624 0.21640 -1.11
C -2.55407 2.44401 0.15390 -0.45
N -1.81934 2.12081 -0.88272 1.61
C -1.78273 2.94256 -1.94793 -1.06
C -0.95466 2.56376 -3.08678 -0.53
N -0.24718 1.41464 -3.02293 0.86
C 0.48985 1.06711 -4.05523 -1.19
C 0.57369 1.83144 -5.23268 -0.61
C -0.12512 3.00604 -5.30621 -1.13
C -0.91756 3.41261 -4.21497 0.73
C -1.65510 4.64103 -4.23857 0.76
N -1.66088 5.51480 -5.26414 -0.87
H -3.84410 5.40255 -0.87380 0.51
H -3.89867 3.84453 1.09852 0.52
H -2.54342 1.75367 0.99504 0.01
H 1.04342 0.13696 -3.96190 0.60
H 1.19314 1.48861 -6.05223 0.46
H -0.09476 3.64495 -6.17955 0.47
C 3.91865 -1.66985 -2.10449 -0.95
Si 4.51993 -0.56454 -0.71784 0.25
C 4.40620 -1.43896 0.92709 -0.79
C 6.24492 0.14876 -1.09754 0.09
C 7.52389 -0.36719 -1.32152 -0.75
C 8.57414 0.48486 -1.61270 -0.48
C 8.36611 1.86231 -1.68468 -0.47
C 7.10526 2.38942 -1.46472 -0.70
C 6.03564 1.54091 -1.17063 0.34
Si 4.18945 1.75131 -0.76451 0.28
C 3.93038 2.64121 0.87282 -0.91
C 3.20483 2.57616 -2.12711 -0.47
H 4.62486 -2.49741 -2.21926 0.43
H 3.87346 -1.12924 -3.05083 0.28
H 2.92895 -2.08811 -1.91907 0.18
H 4.89113 -2.41808 0.88116 0.48
H 3.36748 -1.60078 1.22644 -0.02
H 4.89100 -0.85590 1.71003 0.38
H 7.70697 -1.43563 -1.27124 0.40
H 9.56744 0.08616 -1.78784 0.38
H 9.19890 2.51815 -1.91274 0.37
H 6.96128 3.46320 -1.52223 0.40
H 4.87210 2.69590 1.42219 0.53
H 3.19909 2.12506 1.49230 0.03
H 3.55900 3.65572 0.71231 0.27
H 3.51504 3.61982 -2.22942 0.46
H 2.13628 2.56095 -1.90556 -0.39
H 3.34655 2.08055 -3.08783 0.35
C -0.42266 6.11334 3.14443 -1.70
C -0.07593 4.87579 2.36644 1.14
C 0.15229 4.91825 0.99751 -1.02
C 0.45275 3.74369 0.32361 -0.30
N 0.53449 2.55903 0.91735 0.53
C 0.33653 2.51938 2.23112 -0.64
C 0.02704 3.63716 2.99004 -0.40
H -0.61430 6.95498 2.47948 0.38
H 0.39184 6.39034 3.81747 0.32
H -1.31154 5.95330 3.75619 0.37
H 0.07273 5.84578 0.44410 0.36
H 0.60039 3.75836 -0.75085 0.31
H 0.40186 1.53889 2.69356 0.19
H -0.14332 3.52923 4.05458 0.51
C -2.31191 -2.70027 5.37512 -1.06
Si -1.91187 -1.95214 3.67708 0.43
C -3.07334 -2.81684 2.46698 -0.73
C -2.53687 -0.16005 3.80039 -0.83
Ge 0.32633 -1.96313 2.84029 0.27
Si 1.53458 -1.33085 4.80616 0.00
C 1.50456 -2.43527 6.35037 -1.09
C 0.97364 0.37905 5.41405 -0.88
C 3.38008 -1.09962 4.45144 -0.94
Si 0.78252 -4.30430 2.72917 0.27
C 0.50793 -5.41938 4.24078 -1.07
C -0.23907 -5.10765 1.35447 -1.11
C 2.59419 -4.58021 2.24515 -0.95
H -3.37870 -2.55887 5.58355 0.34
H -1.74486 -2.22226 6.17488 0.21
H -2.09759 -3.76902 5.40801 0.22
H -4.11305 -2.65859 2.77370 0.31
H -2.89362 -3.89270 2.44528 0.23
H -2.97385 -2.46422 1.43826 0.10
H -3.63081 -0.14001 3.76419 0.50
H -2.15773 0.45533 2.98208 -0.23
H -2.22616 0.31135 4.73485 0.40
H 0.49488 -2.63748 6.70696 0.24
H 2.06311 -1.93508 7.15062 0.35
H 1.98225 -3.39661 6.15806 0.23
H -0.10752 0.44997 5.52983 0.14
H 1.28007 1.14623 4.70054 0.10
H 1.43737 0.61508 6.37775 0.50
H 3.85496 -2.01825 4.10393 0.24
H 3.89883 -0.76580 5.35680 0.44
H 3.52517 -0.34691 3.67606 0.00
H -0.52469 -5.37585 4.58969 0.22
H 1.15080 -5.15373 5.07938 0.23
H 0.72712 -6.45563 3.95676 0.37
H -1.26556 -5.28790 1.67528 0.32
H 0.19980 -6.07226 1.07787 0.38
H -0.28837 -4.48405 0.46092 0.20
H 3.28086 -4.17789 2.99213 0.26
H 2.81619 -4.08681 1.29764 0.03
H 2.79864 -5.65007 2.13058 0.43
C -0.67494 -3.08338 -6.08473 -1.94
C -1.31805 -2.83630 -4.71653 2.65
C -2.18168 -4.02876 -4.29462 -1.64
C -2.15670 -1.55102 -4.74452 -1.12
C -0.23435 -2.67244 -3.73167 -0.47
N 0.61362 -2.51183 -2.97444 -0.41
H -1.46813 -3.19095 -6.82689 0.43
H -0.07523 -3.99524 -6.08244 0.42
H -0.04088 -2.24657 -6.37972 0.34
H -3.01686 -4.10731 -4.99386 0.40
H -2.57312 -3.86644 -3.29017 0.20
H -1.60792 -4.95760 -4.33169 0.39
H -2.93432 -1.66049 -5.50481 0.50
H -1.54470 -0.68107 -4.99319 0.18
H -2.63635 -1.39800 -3.77743 0.05
C -7.11298 -1.81570 -0.47954 -0.99
Si -5.87058 -0.84001 -1.50537 -0.05
C -6.56613 -0.65016 -3.24634 -1.01
C -5.70809 0.87838 -0.76085 -0.53
C -4.27237 -1.67317 -1.53766 0.85
C -3.14632 -2.18405 -1.56981 -1.49
H -8.11731 -1.39261 -0.58169 0.28
H -6.83806 -1.79597 0.57599 0.26
H -7.14052 -2.85953 -0.79350 0.28
H -7.57938 -0.23932 -3.22501 0.28
H -6.59235 -1.61550 -3.75479 0.29
H -5.93849 0.01959 -3.83626 0.28
H -6.66168 1.41483 -0.78746 0.37
H -4.96758 1.47192 -1.29949 -0.08
H -5.38198 0.81544 0.27933 0.26
```


The following is a quantum chemistry calculation of C47H76Cl3MnN7SbSi3 as an isolated structure, from OMol25.

Multiplicity = 6
Molecular weight = 1106.49 g/mol
Total charge = +1
Electronic energy = -159458.6201 eV
Gap between HOMO and LUMO (alpha / beta) = 6.346 / 6.439 eV
Largest force on an atom = 0.7 eV/Å
E_LUMO (alpha / beta) = -0.1005 / -0.1006 hartree
Energy above the lowest of the compared OMol25 structures with the same formula, charge and spin = 0.0 kcal/mol
Expectation value of S² = 8.756

```
138
Properties=species:S:1:pos:R:3:mulliken_charge:R:1
Mn -0.38121 0.11015 -0.30175 2.45
C 1.02413 0.46611 -4.76486 -1.07
Sb -0.82750 -0.33948 -3.95997 0.00
C -1.19533 1.03212 -2.25754 1.30
C -2.71664 1.08389 -2.17635 0.58
C -3.36390 1.64464 -1.06962 1.09
C -4.73431 1.80872 -1.05736 -1.18
C -5.47166 1.39802 -2.15795 -1.06
C -4.77307 0.82826 -3.20821 -0.81
N -3.45168 0.68192 -3.22161 -0.41
Si -0.83811 2.73736 -2.97508 0.90
C -1.86172 4.15271 -2.18255 -1.80
C -1.38584 2.97587 -4.75775 -1.24
C 0.97049 3.32311 -2.83448 -1.04
C 0.16373 -2.25327 -3.27603 1.96
C -0.44472 -2.82457 -2.03122 -1.72
C -0.87543 -4.15873 -1.95962 -1.26
C -1.10035 -4.77741 -0.75001 -1.39
C -0.93026 -4.04940 0.41779 -1.42
C -0.65089 -2.71059 0.28118 -0.70
N -0.44061 -2.08735 -0.89083 2.65
Si 2.00726 -2.15065 -2.79834 0.07
C 3.26021 -2.16061 -4.20054 -1.22
C 2.29058 -0.61641 -1.76728 1.36
C 2.44841 -3.65756 -1.76700 -1.11
Si -0.11571 -3.32686 -4.84723 0.59
C -1.95126 -3.63812 -5.11904 -1.12
C 0.81878 -4.96439 -4.78651 -1.08
C 0.48042 -2.47454 -6.40912 -1.19
H 0.80537 1.17242 -5.56173 0.49
H 1.54958 -0.37027 -5.21053 0.02
H 1.68094 0.93463 -4.03781 0.17
H -2.78779 1.92966 -0.20369 -0.77
H -5.22041 2.23074 -0.18568 0.56
H -6.54674 1.49988 -2.19706 0.47
H -5.29504 0.46973 -4.08948 0.48
H -2.88267 4.08678 -2.56387 0.44
H -1.47742 5.11260 -2.55321 0.63
H -1.97190 4.19065 -1.09689 0.22
H -2.44253 2.71314 -4.84180 0.30
H -0.84689 2.38480 -5.49340 0.36
H -1.27739 4.02725 -5.03721 0.40
H 1.50373 2.96732 -1.94976 0.00
H 1.01635 4.41761 -2.87330 0.50
H 1.55442 2.98497 -3.68992 0.44
H -0.97379 -4.73693 -2.86113 0.53
H -1.38022 -5.82278 -0.72096 0.46
H -1.05266 -4.48463 1.39879 0.69
H -0.58721 -2.09421 1.16960 0.04
H 3.31794 -1.23352 -4.76654 0.42
H 3.11928 -2.97994 -4.90444 0.29
H 4.23472 -2.31329 -3.72800 0.45
H 1.62055 0.19659 -2.05695 -1.01
H 3.31271 -0.25098 -1.87579 1.01
H 2.13856 -0.85673 -0.71140 -1.65
H 2.39981 -4.56852 -2.36690 0.32
H 1.80313 -3.78745 -0.89966 0.04
H 3.47304 -3.55853 -1.39924 0.50
H -2.51437 -3.90507 -4.22569 0.30
H -2.07627 -4.44445 -5.84573 0.41
H -2.41450 -2.74143 -5.53442 0.31
H 0.63934 -5.57071 -3.90118 0.35
H 1.89609 -4.80392 -4.85149 0.27
H 0.53108 -5.55820 -5.65746 0.46
H -0.07425 -1.56315 -6.63448 0.28
H 0.29294 -3.17416 -7.22819 0.47
H 1.54399 -2.24126 -6.41851 0.36
C -3.01091 2.43720 4.35783 -1.82
C -3.00114 2.40197 2.82814 2.42
C -3.40404 3.77014 2.26836 -1.51
C -3.89110 1.29848 2.28265 1.21
C -5.26058 1.42110 2.49711 -0.65
C -6.15241 0.49321 1.99269 -1.52
C -5.66951 -0.56715 1.25034 -0.45
C -4.30968 -0.73151 1.01180 1.09
C -3.84976 -1.94565 0.23855 2.12
C -4.51886 -2.08140 -1.13047 -1.25
C -4.05917 -3.19956 1.08945 -1.88
C -3.41118 0.19481 1.55111 -1.67
N -1.99042 0.07516 1.33909 1.90
C -1.30712 -0.04132 2.43905 -1.12
C 0.09131 0.10487 2.54314 0.12
C 0.79478 0.14206 3.75106 -1.97
C 2.08099 0.52894 3.42707 -1.63
C 2.12005 0.70549 2.02921 -1.26
N 0.91244 0.45084 1.47699 2.26
C 3.38434 1.13289 1.30151 2.64
C 4.20359 2.07487 2.20156 -2.00
C 3.07133 1.89297 0.00625 -0.52
C 4.27618 -0.08975 1.02657 -1.64
H -2.32981 3.20316 4.73516 0.44
H -2.70897 1.47958 4.78208 0.35
H -4.00928 2.66514 4.73420 0.36
H -1.97460 2.20433 2.51752 -1.49
H -4.37874 4.08404 2.64316 0.51
H -3.46563 3.76800 1.17610 0.18
H -2.68684 4.53366 2.58200 0.33
H -5.63577 2.25858 3.07245 0.37
H -7.21396 0.59812 2.17365 0.41
H -6.36381 -1.29630 0.85296 0.51
H -2.78455 -1.82283 0.05838 -1.52
H -5.59385 -1.90477 -1.08767 0.28
H -4.36607 -3.08815 -1.52412 0.50
H -4.09678 -1.37553 -1.84541 -0.02
H -5.12188 -3.35485 1.28687 0.38
H -3.55414 -3.11565 2.05417 0.32
H -3.68324 -4.08437 0.57580 0.53
H -1.83425 -0.21253 3.38065 0.52
H 0.38468 -0.05571 4.72949 0.68
H 2.89887 0.68242 4.11042 0.48
H 3.58996 2.89246 2.58742 0.34
H 5.02842 2.50283 1.62791 0.42
H 4.63741 1.55051 3.05143 0.44
H 3.01724 2.96999 0.19922 0.40
H 2.13292 1.57173 -0.43962 -0.98
H 3.85980 1.75047 -0.73452 0.74
H 4.44332 -0.64315 1.95187 0.32
H 5.24609 0.24248 0.64860 0.60
H 3.84286 -0.77668 0.30601 0.10
N 0.50459 5.50240 -0.17737 0.08
C 0.10794 5.19870 1.24903 -1.13
C 0.27991 3.69961 1.48703 -0.67
N -0.39825 2.88645 0.51494 1.76
H 0.57550 6.50390 -0.35463 0.45
H -0.19443 5.11278 -0.82747 -0.43
H 1.40002 5.06829 -0.41806 0.35
H -0.93143 5.51135 1.33579 0.46
H 0.72901 5.80910 1.90292 0.47
H -0.07725 3.46160 2.49094 0.29
H 1.34175 3.44608 1.48453 0.41
H -0.09741 2.98742 -0.44291 -0.99
H -1.40510 2.93926 0.56718 -1.43
Cl 2.31575 -3.08656 4.91107 -0.09
C 2.81434 -3.85181 3.40058 0.52
Cl 2.03583 -5.43290 3.22524 -0.10
Cl 4.57370 -4.02385 3.34364 -0.09
C 2.39811 -3.01485 2.27355 -0.28
N 2.07808 -2.39815 1.36176 -0.08
```


The following is a quantum chemistry calculation of C47H79As2MnN4O2SeSi2 as an isolated structure in a non-equilibrium geometry, from OMol25.

Multiplicity = 6
Molecular weight = 1072.09 g/mol
Total charge = -1
Electronic energy = -294180.7937 eV
Gap between HOMO and LUMO (alpha / beta) = 5.051 / 5.033 eV
Largest force on an atom = 1.4 eV/Å
E_LUMO (alpha / beta) = 0.0733 / 0.0732 hartree
Expectation value of S² = 8.756

```
138
Properties=species:S:1:pos:R:3:mulliken_charge:R:1
Mn -0.05029 -0.12532 0.21883 0.72
C -2.03094 7.22292 -0.41083 -1.72
C -2.99113 6.24500 0.28550 2.14
C -3.54436 6.92359 1.54131 -2.13
C -4.17470 5.95874 -0.65067 -1.38
C -2.22184 4.95951 0.60120 -0.38
C -1.79404 4.12956 -0.42724 -0.67
C -1.04418 2.99060 -0.17696 0.14
Se -0.89798 1.72238 -1.67131 0.02
C 0.82516 1.78013 -2.54292 -0.65
C 0.87434 2.33252 -3.81092 -0.45
C 2.01538 2.22123 -4.58921 -0.83
C 3.12541 1.62802 -3.98620 -0.35
C 3.10701 1.04632 -2.72847 -0.48
C 1.88746 1.03254 -1.98283 0.28
O 1.72559 0.35651 -0.88838 1.67
C 4.36235 0.37883 -2.16120 2.38
C 5.57155 0.46505 -3.09762 -2.51
C 4.71958 1.07866 -0.84174 -1.20
C 4.10906 -1.11647 -1.90870 -0.97
C 1.99058 2.64771 -6.05633 2.29
C 0.82253 1.92338 -6.74744 -1.70
C 1.78826 4.16562 -6.16444 -1.76
C 3.27737 2.27362 -6.79517 -2.12
C -0.63785 2.62594 1.13866 0.11
O 0.13580 1.61224 1.35309 0.10
C -1.14807 3.43728 2.20208 -0.45
C -1.89166 4.56774 1.89923 -0.53
C -0.85692 3.05446 3.66077 2.74
C -1.60031 3.94155 4.66422 -2.53
C 0.65229 3.20651 3.90673 -1.40
C -1.27879 1.60309 3.94796 -1.67
H -2.54423 8.15117 -0.67790 0.46
H -1.62450 6.77618 -1.31830 0.33
H -1.19794 7.45958 0.25265 0.35
H -4.11539 7.81026 1.25814 0.45
H -2.73751 7.23987 2.20365 0.38
H -4.20836 6.25759 2.09793 0.36
H -4.72065 6.88092 -0.86482 0.47
H -4.86085 5.24828 -0.18964 0.07
H -3.83731 5.53228 -1.59424 0.31
H -2.06148 4.32772 -1.45827 0.39
H -0.02302 2.81226 -4.18410 0.44
H 4.05023 1.59854 -4.54340 0.45
H 5.84766 1.49989 -3.31152 0.44
H 5.37666 -0.05880 -4.03534 0.45
H 6.42435 -0.01897 -2.61697 0.44
H 4.90764 2.14044 -1.01488 0.34
H 5.61396 0.63266 -0.39504 0.45
H 3.88732 0.98051 -0.14798 -0.17
H 3.86209 -1.61760 -2.84519 0.24
H 3.28532 -1.25085 -1.21374 -0.25
H 5.01018 -1.57858 -1.49407 0.51
H -0.13509 2.25748 -6.34857 0.34
H 0.89787 0.84738 -6.58454 0.33
H 0.82762 2.11365 -7.82435 0.45
H 0.90103 4.47695 -5.61223 0.32
H 1.66915 4.46307 -7.21010 0.46
H 2.64969 4.69240 -5.74956 0.35
H 3.45387 1.19780 -6.75091 0.42
H 4.14109 2.79128 -6.37377 0.40
H 3.19721 2.56133 -7.84565 0.44
H -2.24096 5.18010 2.71906 0.47
H -1.28023 4.98360 4.59722 0.43
H -1.38246 3.59178 5.67518 0.48
H -2.68186 3.89085 4.51676 0.41
H 0.95605 4.24752 3.77460 0.33
H 1.19891 2.58976 3.19730 -0.09
H 0.90848 2.89306 4.92320 0.50
H -2.34704 1.47188 3.76852 0.26
H -1.06170 1.34885 4.98912 0.61
H -0.73749 0.91132 3.30851 -0.01
C 3.39014 0.90296 2.62461 -2.16
As 2.40184 -0.59852 1.81127 1.48
C 3.91799 -1.86675 1.65901 -1.41
C 1.72850 -1.45457 3.44903 0.08
C 2.41184 -1.34028 4.65801 -1.00
C 1.94454 -1.95115 5.80919 -0.86
C 0.78048 -2.70523 5.75831 -0.91
C 0.10964 -2.84849 4.55567 -0.56
C 0.56443 -2.22960 3.39233 -0.25
As -0.40535 -2.43867 1.68607 1.63
C -2.22320 -2.63186 2.38096 -1.26
C -0.07871 -4.36323 1.44239 -1.28
H 4.43783 0.66214 2.80334 0.48
H 2.91130 1.19886 3.55623 0.58
H 3.33832 1.74952 1.94130 0.55
H 4.32587 -2.10421 2.64101 0.46
H 4.69431 -1.43270 1.03070 0.28
H 3.56307 -2.78416 1.18838 0.26
H 3.32987 -0.76508 4.70308 0.34
H 2.48534 -1.84313 6.74163 0.41
H 0.40041 -3.18229 6.65348 0.41
H -0.78989 -3.45271 4.53044 0.30
H -2.34036 -3.51784 3.00384 0.60
H -2.89379 -2.70942 1.52551 0.02
H -2.49539 -1.74251 2.94792 0.32
H -0.24948 -4.90528 2.37240 0.45
H 0.93994 -4.54355 1.10158 0.29
H -0.77066 -4.71245 0.67557 0.27
C -4.13344 -4.44577 -1.30315 -1.08
Si -3.70730 -2.67879 -1.91229 -0.40
C -4.57104 -2.54332 -3.61475 -1.23
C -4.65552 -1.43581 -0.81737 -0.21
C -1.92312 -2.34417 -1.95490 0.90
Si -0.69650 -3.10890 -3.06155 -0.25
C 0.12094 -4.71480 -2.39676 -0.88
C -1.41256 -3.62075 -4.75182 -1.05
C 0.74996 -1.93280 -3.38809 -0.07
H -5.19314 -4.70340 -1.40522 0.34
H -3.85608 -4.58139 -0.25455 0.25
H -3.56048 -5.17095 -1.88672 0.29
H -5.66255 -2.52455 -3.53144 0.38
H -4.30392 -3.38065 -4.26348 0.29
H -4.25674 -1.62697 -4.11860 0.24
H -5.73514 -1.60826 -0.81126 0.49
H -4.47267 -0.42702 -1.19813 -0.38
H -4.30162 -1.46470 0.21433 0.18
H -1.55200 -1.57608 -1.26663 -0.07
H -0.63159 -5.45902 -2.12399 0.28
H 0.71387 -4.49442 -1.50475 0.04
H 0.78698 -5.16868 -3.13856 0.35
H -2.12230 -4.44459 -4.63863 0.23
H -0.63010 -3.94565 -5.44294 0.34
H -1.94011 -2.78585 -5.21620 0.27
H 1.08144 -1.53376 -2.42802 -0.60
H 0.46290 -1.08689 -4.01704 0.04
H 1.60458 -2.42798 -3.85684 0.40
N -5.88629 2.50672 1.24581 -0.55
C -4.82669 1.85343 0.67815 0.42
N -4.76550 1.84013 -0.67280 -0.07
N -3.96248 1.28649 1.46128 -0.46
C -2.99334 0.54057 1.04029 -0.41
N -2.12924 -0.17995 0.76066 0.32
H -6.16350 3.35089 0.76700 0.27
H -5.74788 2.64656 2.23592 0.28
H -5.63439 1.83287 -1.18141 0.31
H -4.02634 1.27518 -1.07082 -0.22
```